(1)
ORCA calculation (ωB97M-V/def2-TZVPD) on a 2-piece molecular cluster, C5H12O4 overall at a distorted geometry.

Structure (ORCA input):
```
! RIJCOSX wB97M-V def2-TZVPD def2/J DEFGRID3
* xyz -1 2
O -3.28 0.86 1.00
C -3.49 0.37 -0.23
C -2.57 -0.88 -0.50
O -1.25 -0.53 -0.72
C -0.48 -0.33 0.44
C 0.92 0.12 0.07
H -3.31 1.11 -1.04
H -4.51 -0.06 -0.30
H -2.95 -1.35 -1.42
H -2.67 -1.57 0.35
H -0.46 -1.25 1.05
H -0.96 0.45 1.08
H 1.34 0.59 0.97
H 1.19 -0.40 -0.88
O 0.78 1.68 -0.72
H 0.31 1.51 -1.54
O 2.14 -1.54 0.81
C 3.48 -1.46 0.53
H 4.05 -2.30 1.00
H 3.70 -1.50 -0.56
H 3.95 -0.51 0.88
*
```

Output
LUMO level (spin up / spin down) in eV: 3.3 / 1.2
HOMO (spin up / spin down) in eV: -2.7 / -2.7
Expectation value of S²: 0.755

***

(2)
ORCA calculation (ωB97M-V/def2-TZVPD) on a 2-piece molecular cluster, C5H12O4 overall at a distorted geometry.

Structure (ORCA input):
```
! RIJCOSX wB97M-V def2-TZVPD def2/J DEFGRID3
* xyz 0 1
C -2.07 0.13 4.10
C -1.93 1.00 5.36
C -3.00 2.11 5.36
C -2.08 0.13 6.61
C -0.51 1.59 5.36
O 0.48 0.58 5.36
O 1.71 1.14 5.36
H -1.30 -0.64 4.09
H -3.05 -0.36 4.07
H -1.97 0.73 3.20
H -2.91 2.74 6.24
H -2.91 2.74 4.47
H -4.00 1.68 5.36
H -1.97 0.73 7.51
H -3.05 -0.36 6.64
H -1.30 -0.64 6.63
H -0.33 2.21 4.48
H -0.33 2.21 6.24
H 2.84 -0.17 5.36
O 3.71 -0.63 5.36
O 3.42 -1.91 5.36
*
```

Output
LUMO level (spin up / spin down) in eV: 0.1 / -1.9
HOMO (spin up / spin down) in eV: -9.6 / -10.1

***

(3)
ORCA calculation (ωB97M-V/def2-TZVPD) on a 3-piece molecular cluster, C5H12O5 overall at a distorted geometry.

Structure (ORCA input):
```
! RIJCOSX wB97M-V def2-TZVPD def2/J DEFGRID3
* xyz -2 1
O 1.02 -0.61 3.91
C 0.85 0.22 3.03
O 0.60 1.47 3.21
C 0.84 -0.30 1.50
C 0.49 0.61 0.26
C 0.55 -0.32 -1.01
C -0.61 -1.19 -1.38
O -0.27 -1.97 -2.44
H 1.88 -0.69 1.44
H -0.02 -1.03 1.56
H -0.45 0.86 0.46
H 1.09 1.53 0.05
H 1.57 -0.86 -0.86
H 0.72 0.23 -1.97
H -0.97 -1.82 -0.49
H -1.35 -0.42 -1.81
H -1.62 -0.87 -4.28
H -0.94 -2.10 -3.31
O -1.87 -1.76 -4.32
H -0.23 3.30 1.47
H -0.46 2.43 2.78
O -0.82 3.30 2.19
*
```

Output
LUMO level in eV: 6.1
HOMO in eV: -1.6

***

(4)
ORCA calculation (ωB97M-V/def2-TZVPD) on C5H12O6S3 as an isolated structure at a distorted geometry.

Structure (ORCA input):
```
! RIJCOSX wB97M-V def2-TZVPD def2/J DEFGRID3
* xyz 0 1
C 0.11 2.37 2.96
C 0.33 -3.50 0.32
C -1.65 1.39 -3.23
C -0.08 1.11 2.07
C -0.67 0.65 -0.47
O 3.06 -1.98 0.91
O 1.73 0.07 0.63
O 0.29 -1.42 -1.81
O 1.14 0.81 -2.42
O 0.57 -2.17 0.76
O -1.22 0.08 -2.99
S 0.68 1.25 0.44
S 2.00 -1.50 0.10
S 0.02 -0.01 -1.94
H 0.89 2.27 3.79
H 0.43 3.33 2.38
H -0.87 2.64 3.51
H 0.73 -4.24 0.91
H 0.65 -3.72 -0.66
H -0.71 -3.54 0.35
H -2.17 1.93 -2.50
H -2.29 1.17 -4.10
H -0.78 1.90 -3.56
H -1.19 0.92 2.07
H 0.26 0.28 2.51
H -1.27 -0.11 -0.02
*
```

Output
LUMO level in eV: 0.4
HOMO in eV: -9.2

***

(5)
ORCA calculation (ωB97M-V/def2-TZVPD) on one molecule with the formula C5H12OS at a distorted geometry.

Structure (ORCA input):
```
! RIJCOSX wB97M-V def2-TZVPD def2/J DEFGRID3
* xyz 0 1
C 0.32 3.55 -1.16
S 0.85 2.50 0.34
C -0.15 1.07 -0.12
C 0.44 -0.33 0.17
C -0.73 -1.35 0.39
C -0.21 -2.68 0.95
O 0.98 -3.12 0.33
H -0.78 3.43 -1.16
H 0.59 4.56 -0.86
H 0.78 3.06 -2.00
H -1.15 1.23 0.34
H -0.41 1.17 -1.16
H 1.04 -0.80 -0.61
H 1.04 -0.23 1.09
H -1.38 -1.49 -0.46
H -1.28 -0.89 1.23
H 0.16 -2.48 1.99
H -1.01 -3.41 1.05
H 0.86 -3.80 -0.34
*
```

Output
LUMO level in eV: 0.9
HOMO in eV: -8.4
Structure (SMILES): CSCCCCO

***

(6)
ORCA calculation (ωB97M-V/def2-TZVPD) on a 2-piece molecular cluster, C5H12OS2 overall at a distorted geometry.

Structure (ORCA input):
```
! RIJCOSX wB97M-V def2-TZVPD def2/J DEFGRID3
* xyz 0 1
C -1.69 -0.66 -2.45
S -0.52 -0.20 -3.69
S -0.50 1.53 0.30
C 0.34 1.60 -1.26
H -1.28 -1.23 -1.60
H -2.21 0.22 -2.02
H -2.48 -1.29 -2.91
H -0.44 1.81 -2.02
H 1.07 2.43 -1.16
H 0.84 0.69 -1.58
C 0.62 -1.31 2.48
O -0.81 -1.18 2.63
C 1.07 -0.61 1.24
C 0.97 0.87 1.18
H 0.82 -2.38 2.54
H 1.03 -0.78 3.36
H -1.11 -1.09 1.71
H 1.55 -1.08 0.43
H 1.85 1.29 0.65
H 0.88 1.36 2.17
*
```

Output
LUMO level in eV: -3.6
HOMO in eV: -6.6

***

(7)
ORCA calculation (ωB97M-V/def2-TZVPD) on C5H12OSi as an isolated structure at a distorted geometry.

Structure (ORCA input):
```
! RIJCOSX wB97M-V def2-TZVPD def2/J DEFGRID3
* xyz 0 1
C 1.04 -1.01 1.12
C 2.10 -1.56 0.20
C 0.47 1.82 -0.99
C -1.35 -0.78 -1.15
C -1.68 0.99 1.39
O 0.74 -1.25 2.24
Si -0.45 0.45 0.02
H 1.64 -1.98 -0.67
H 2.63 -0.76 -0.36
H 2.72 -2.25 0.73
H 0.80 2.58 -0.33
H 1.52 1.38 -0.97
H 0.10 2.18 -1.96
H -1.11 -0.40 -2.15
H -0.99 -1.74 -1.15
H -2.45 -0.87 -1.00
H -1.20 0.67 2.27
H -1.93 2.03 1.47
H -2.58 0.52 1.29
*
```

Output
LUMO level in eV: 0.9
HOMO in eV: -7.8

***

(8)
ORCA calculation (ωB97M-V/def2-TZVPD) on one molecule with the formula C5H12Si2 at a distorted geometry.

Structure (ORCA input):
```
! RIJCOSX wB97M-V def2-TZVPD def2/J DEFGRID3
* xyz 0 1
C -1.53 0.87 -1.60
Si -0.83 -0.14 -0.08
C -1.68 -1.84 0.08
C -0.99 0.67 1.60
C 1.04 -0.09 -0.26
C 2.26 0.26 -0.02
Si 4.16 0.51 0.35
H -2.56 1.06 -1.83
H -1.09 1.83 -1.56
H -1.04 0.47 -2.45
H -1.75 -2.31 -0.93
H -1.09 -2.66 0.64
H -2.55 -1.78 0.66
H -0.07 1.22 1.74
H -2.02 1.11 1.61
H -1.12 -0.07 2.41
H 5.09 -0.69 0.05
H 4.03 0.82 1.80
H 4.48 1.72 -0.28
*
```

Output
LUMO level in eV: 0.8
HOMO in eV: -9.5
Structure (SMILES): C[Si](C)(C)C#C[SiH3]